{"formula": "C35H37ClF6GeN3O2PRuS", "method": "ωB97M-V with the def2-TZVPD basis set", "e_above_lowest_ev": 2.229, "e_lumo_ev": [-3.4691, -5.8591], "e_homo_ev": [-10.75, -11.61], "s2": 8.79, "spin_multiplicity": 6, "total_charge": 1, "mol_weight_g_mol": 917.862, "symbols": ["Ru", "S", "C", "C", "C", "C", "C", "C", "C", "C", "C", "N", "H", "H", "H", "H", "H", "H", "C", "C", "C", "C", "C", "C", "Ge", "C", "C", "C", "C", "C", "C", "C", "C", "C", "C", "C", "C", "H", "H", "H", "H", "H", "H", "H", "H", "H", "H", "H", "H", "H", "H", "H", "F", "P", "F", "F", "F", "F", "F", "Cl", "C", "C", "O", "O", "H", "H", "C", "C", "N", "C", "C", "C", "C", "N", "H", "H", "H", "H", "H", "H", "H", "H", "H", "H", "H", "H", "H", "H"], "coordinates": [[-0.846, -0.436, 0.865], [-3.664, -2.955, 3.225], [-2.184, -3.850, 3.091], [-1.201, -3.217, 2.393], [-1.614, -1.947, 1.947], [-2.986, -1.687, 2.332], [-3.669, -0.513, 1.862], [-4.989, -0.227, 2.140], [-5.556, 0.915, 1.600], [-4.778, 1.729, 0.805], [-3.450, 1.389, 0.565], [-2.895, 0.294, 1.077], [-2.126, -4.832, 3.551], [-0.226, -3.649, 2.214], [-5.569, -0.902, 2.760], [-6.592, 1.158, 1.795], [-5.178, 2.630, 0.358], [-2.828, 2.019, -0.048], [-1.881, 5.571, 0.604], [-1.786, 5.147, -0.717], [-1.185, 3.927, -1.019], [-0.657, 3.136, 0.007], [-0.759, 3.568, 1.334], [-1.365, 4.782, 1.630], [0.238, 1.497, -0.489], [-0.203, 1.057, -2.305], [0.842, 0.912, -3.231], [0.550, 0.718, -4.576], [-0.776, 0.640, -4.996], [-1.816, 0.761, -4.076], [-1.532, 0.958, -2.733], [2.125, 1.803, -0.392], [2.591, 3.022, 0.105], [3.957, 3.285, 0.159], [4.871, 2.338, -0.289], [4.418, 1.125, -0.796], [3.056, 0.854, -0.833], [-2.356, 6.519, 0.835], [-2.178, 5.765, -1.517], [-1.116, 3.606, -2.053], [-0.371, 2.960, 2.140], [-1.437, 5.114, 2.661], [1.876, 0.991, -2.915], [1.357, 0.632, -5.297], [-1.001, 0.474, -6.045], [-2.848, 0.674, -4.400], [-2.352, 1.010, -2.029], [1.891, 3.780, 0.442], [4.307, 4.237, 0.544], [5.936, 2.547, -0.247], [5.130, 0.393, -1.163], [2.719, -0.094, -1.236], [-2.136, -1.220, -1.040], [-3.360, -2.294, -1.543], [-2.236, -3.418, -1.761], [-3.510, -2.789, 0.004], [-3.150, -1.753, -3.019], [-4.512, -3.271, -1.994], [-4.417, -1.113, -1.241], [2.388, 0.822, 4.858], [0.733, 1.327, 4.439], [0.216, 0.774, 3.129], [1.001, 0.474, 2.188], [-1.038, 0.663, 3.001], [0.727, 2.410, 4.379], [0.073, 1.021, 5.236], [4.243, -3.046, -1.812], [3.089, -3.840, -1.217], [2.381, -3.121, -0.129], [2.880, -3.296, 1.263], [3.782, -2.203, 1.822], [1.339, -2.351, -0.400], [0.751, -2.354, -1.779], [0.815, -1.568, 0.550], [4.695, -3.612, -2.632], [5.022, -2.852, -1.069], [3.896, -2.086, -2.210], [3.450, -4.775, -0.796], [2.373, -4.103, -1.986], [3.404, -4.245, 1.270], [2.014, -3.427, 1.912], [4.699, -2.112, 1.237], [4.060, -2.460, 2.848], [3.298, -1.227, 1.847], [0.296, -3.322, -1.994], [1.517, -2.154, -2.533], [-0.027, -1.609, -1.864], [1.354, -1.494, 1.395]], "atomic_forces_ev_per_a": [[-0.4, -0.7, 1.0], [0.3, -0.1, 0.0], [0.0, -0.3, 0.2], [-0.2, 0.0, 0.1], [-0.6, 0.5, -0.1], [0.6, -0.1, -0.1], [0.6, 0.1, -0.2], [-0.2, -0.1, 0.1], [-0.1, 0.0, 0.0], [0.1, 0.1, -0.1], [0.0, -0.4, 0.2], [-0.6, 0.0, 0.1], [0.0, 0.2, -0.1], [-0.1, 0.0, 0.0], [0.0, 0.1, -0.1], [0.0, 0.0, 0.0], [0.0, -0.1, 0.0], [0.1, 0.1, -0.1], [0.0, -0.1, 0.0], [0.0, -0.1, 0.1], [0.0, 0.1, 0.1], [-0.4, 0.1, 0.4], [-0.1, 0.2, -0.2], [0.0, 0.0, 0.0], [0.7, 1.0, -0.7], [-0.1, -0.3, -0.3], [-0.3, 0.1, -0.2], [-0.1, 0.0, 0.0], [0.0, 0.0, 0.1], [0.1, 0.0, -0.1], [0.2, 0.0, -0.3], [0.5, -0.2, 0.3], [0.2, -0.1, 0.0], [0.0, 0.0, -0.1], [-0.1, 0.1, 0.0], [-0.1, -0.1, 0.0], [0.2, 0.2, 0.1], [0.0, -0.1, 0.0], [0.0, 0.0, 0.1], [0.0, 0.0, 0.1], [0.0, 0.0, -0.1], [0.0, 0.0, -0.1], [-0.2, 0.0, -0.1], [-0.1, 0.0, 0.1], [0.0, 0.0, 0.1], [0.1, 0.0, 0.0], [0.0, 0.0, 0.0], [0.1, -0.1, 0.0], [0.0, -0.1, 0.0], [-0.1, 0.0, 0.0], [0.0, 0.0, 0.0], [0.0, 0.0, 0.1], [0.0, -0.4, 0.0], [-0.3, -0.2, 0.1], [0.3, 0.0, 0.0], [0.1, 0.1, 0.0], [0.2, 0.2, -0.3], [-0.2, -0.3, -0.1], [0.0, 0.2, 0.2], [-0.2, 0.0, -0.2], [0.2, -0.1, 0.0], [-0.1, -0.2, -0.3], [-0.3, 0.0, 0.5], [0.5, 0.1, 0.0], [0.0, 0.2, 0.0], [-0.1, -0.1, 0.2], [0.1, 0.1, 0.0], [0.0, 0.1, 0.3], [0.5, -0.2, 0.1], [-0.1, 0.0, -0.3], [0.1, 0.1, -0.2], [-0.4, 0.5, 0.4], [0.1, 0.0, 0.1], [-0.1, -0.4, -1.2], [-0.1, 0.1, 0.1], [-0.1, 0.0, -0.1], [0.1, -0.1, 0.0], [0.0, -0.1, 0.1], [-0.1, 0.0, 0.0], [0.1, -0.1, 0.0], [-0.1, 0.0, 0.0], [-0.1, 0.0, 0.0], [0.0, 0.0, -0.1], [0.0, 0.1, 0.0], [0.0, 0.0, 0.0], [-0.1, 0.0, 0.1], [-0.1, 0.1, 0.0], [0.3, 0.0, 0.2]], "mulliken_spin": [2.743, 0.000, 0.181, -0.017, 0.591, 0.038, 0.025, 0.092, -0.005, 0.077, 0.021, 0.014, 0.011, 0.001, 0.002, 0.002, 0.000, 0.024, 0.014, 0.000, 0.034, 0.171, 0.031, -0.009, 0.195, 0.128, 0.048, -0.011, 0.038, -0.019, 0.058, 0.030, 0.024, -0.008, 0.018, -0.010, -0.019, 0.000, 0.001, 0.008, 0.001, 0.000, 0.001, 0.002, 0.001, 0.000, -0.002, 0.002, 0.000, 0.001, 0.000, 0.014, 0.043, 0.004, 0.001, 0.011, 0.002, 0.000, -0.001, 0.002, 0.004, -0.077, 0.108, 0.149, 0.001, 0.000, 0.004, -0.005, 0.055, 0.004, 0.001, 0.012, 0.079, 0.085, 0.000, -0.001, 0.001, 0.000, 0.002, -0.002, 0.002, 0.000, -0.001, 0.003, 0.002, 0.004, -0.039, 0.005]}

***

{"formula": "C5H14N2", "method": "ωB97M-V with the def2-TZVPD basis set", "e_above_lowest_ev": 1.306, "e_lumo_ev": 1.1529, "e_homo_ev": -8.45, "spin_multiplicity": 1, "total_charge": 0, "mol_weight_g_mol": 102.181, "smiles": "CCCCNCN", "symbols": ["C", "C", "C", "C", "N", "C", "N", "H", "H", "H", "H", "H", "H", "H", "H", "H", "H", "H", "H", "H", "H"], "coordinates": [[1.394, -1.903, 0.039], [1.653, -0.390, -0.184], [1.271, 0.397, 1.046], [-0.218, 0.605, 1.319], [-0.887, 1.163, 0.188], [-1.586, 0.292, -0.736], [-2.109, 1.071, -1.826], [2.185, -2.350, 0.660], [0.471, -2.059, 0.588], [1.606, -2.485, -0.860], [2.739, -0.304, -0.287], [1.175, -0.153, -1.131], [1.619, 1.414, 0.915], [1.642, -0.020, 1.984], [-0.702, -0.328, 1.634], [-0.320, 1.378, 2.077], [-1.549, 1.891, 0.406], [-2.478, -0.198, -0.309], [-0.901, -0.476, -1.083], [-2.924, 1.628, -1.646], [-2.080, 0.827, -2.794]], "atomic_forces_ev_per_a": [[1.5, 0.0, 0.4], [0.6, -2.0, 0.6], [-1.0, 0.9, 0.0], [-0.2, -0.2, -0.2], [-0.7, 0.5, -1.4], [-0.7, -0.1, -0.3], [0.1, 0.9, -0.5], [-0.2, 0.5, 0.5], [-0.4, -0.4, -0.6], [-1.1, 0.0, -0.3], [-0.1, 0.3, -0.4], [0.0, 0.8, 0.2], [0.5, 0.2, 0.2], [0.7, -0.2, -0.2], [0.0, 0.0, 0.4], [0.1, -0.4, 0.6], [0.2, 0.2, 0.4], [0.4, -0.3, 0.6], [-0.1, -0.1, -0.2], [-0.1, -0.1, 0.3], [0.4, -0.6, 0.0]], "mulliken_charge": [-1.204, -0.487, -0.605, -0.713, -0.300, -0.183, -0.536, 0.415, 0.291, 0.317, 0.307, 0.344, 0.356, 0.319, 0.268, 0.409, 0.226, 0.243, 0.228, 0.154, 0.151]}

***

{"formula": "C40H31Cl2N4O2P2PdSe2", "method": "ωB97M-V with the def2-TZVPD basis set", "e_above_lowest_ev": 1.547, "e_lumo_ev": -6.5778, "e_homo_ev": -9.29, "spin_multiplicity": 1, "total_charge": 1, "mol_weight_g_mol": 996.908, "symbols": ["Pd", "Se", "P", "C", "C", "C", "C", "C", "C", "C", "C", "C", "C", "C", "C", "C", "C", "N", "N", "N", "P", "Se", "C", "C", "C", "C", "C", "C", "C", "C", "C", "C", "C", "C", "H", "H", "H", "H", "H", "H", "H", "H", "H", "H", "H", "H", "H", "H", "H", "H", "H", "H", "H", "H", "Cl", "C", "Cl", "C", "O", "O", "H", "C", "C", "C", "C", "C", "C", "N", "C", "C", "C", "C", "C", "C", "H", "H", "H", "H", "H", "H", "H", "H", "H", "H"], "coordinates": [[0.173, -0.069, -0.206], [-7.032, -0.897, 0.145], [-5.448, -2.186, -0.454], [-5.321, -3.626, 0.654], [-4.250, -3.728, 1.538], [-4.197, -4.772, 2.448], [-5.208, -5.721, 2.476], [-6.292, -5.605, 1.618], [-6.360, -4.551, 0.721], [-5.649, -2.658, -2.200], [-6.566, -3.629, -2.594], [-6.780, -3.872, -3.941], [-6.095, -3.140, -4.901], [-5.203, -2.153, -4.512], [-4.981, -1.909, -3.165], [-3.841, -1.360, -0.329], [-2.507, -1.592, -0.695], [-1.809, -0.580, -0.120], [-2.632, 0.237, 0.505], [-3.848, -0.212, 0.390], [-1.548, -2.775, -1.656], [0.562, -2.475, -1.304], [-2.077, -4.451, -1.255], [-1.267, -5.243, -0.446], [-1.662, -6.534, -0.136], [-2.855, -7.033, -0.641], [-3.659, -6.245, -1.451], [-3.279, -4.950, -1.756], [-1.859, -2.452, -3.408], [-1.662, -1.141, -3.841], [-1.749, -0.843, -5.188], [-2.016, -1.855, -6.104], [-2.193, -3.160, -5.674], [-2.110, -3.466, -4.323], [-3.463, -2.986, 1.529], [-3.366, -4.840, 3.139], [-5.162, -6.542, 3.180], [-7.099, -6.325, 1.657], [-7.238, -4.429, 0.103], [-7.125, -4.188, -1.858], [-7.498, -4.625, -4.239], [-6.269, -3.331, -5.952], [-4.684, -1.566, -5.258], [-4.307, -1.120, -2.861], [-0.329, -4.851, -0.073], [-1.032, -7.155, 0.487], [-3.155, -8.046, -0.406], [-4.584, -6.643, -1.847], [-3.902, -4.333, -2.393], [-1.417, -0.367, -3.121], [-1.593, 0.171, -5.532], [-2.065, -1.623, -7.160], [-2.382, -3.946, -6.393], [-2.220, -4.489, -3.989], [4.597, 0.808, 1.678], [4.188, -0.467, 0.498], [5.140, -0.309, -0.973], [2.689, -0.319, 0.239], [1.927, -0.925, 1.022], [2.271, 0.418, -0.692], [4.396, -1.422, 0.962], [-0.342, 1.799, 5.104], [-1.021, 2.812, 4.418], [-0.984, 2.862, 3.050], [-0.257, 1.870, 2.329], [0.367, 0.808, 3.039], [0.347, 0.801, 4.409], [-0.182, 1.849, 1.000], [-0.327, 2.948, 0.232], [0.021, 4.247, 0.688], [-0.141, 5.330, -0.140], [-0.660, 5.162, -1.423], [-0.982, 3.888, -1.898], [-0.792, 2.791, -1.098], [-0.381, 1.770, 6.185], [-1.592, 3.549, 4.965], [-1.564, 3.597, 2.510], [0.894, 0.042, 2.476], [0.859, 0.016, 4.948], [0.484, 4.361, 1.660], [0.147, 6.314, 0.204], [-0.791, 6.022, -2.065], [-1.380, 3.768, -2.895], [-1.051, 1.796, -1.442]], "atomic_forces_ev_per_a": [[-1.2, -1.0, -1.2], [0.4, -0.5, -0.3], [-1.2, 0.6, 0.3], [0.3, 0.2, -0.2], [0.0, -0.1, -0.1], [0.0, -0.1, 0.0], [0.0, 0.0, 0.0], [-0.1, 0.0, -0.1], [0.0, 0.0, 0.0], [0.2, 0.1, 0.2], [0.1, 0.0, 0.0], [0.0, -0.1, 0.1], [0.0, 0.0, 0.0], [-0.1, 0.1, -0.1], [-0.2, 0.0, 0.1], [0.4, 0.2, -0.1], [0.1, 0.0, 0.2], [1.1, 0.4, -0.3], [0.0, 0.1, 0.1], [0.0, -0.2, 0.1], [-0.7, -0.2, -0.3], [-0.2, 1.5, 0.7], [0.2, 0.1, -0.1], [0.0, 0.0, 0.0], [0.0, 0.0, 0.0], [0.0, 0.0, 0.1], [-0.1, 0.0, 0.0], [0.0, 0.1, -0.1], [0.1, -0.1, 0.2], [-0.1, 0.0, -0.1], [0.0, 0.0, 0.0], [0.0, 0.0, 0.0], [0.1, 0.0, 0.0], [0.1, 0.0, 0.0], [0.0, 0.0, 0.0], [0.0, 0.0, 0.0], [0.0, 0.0, 0.0], [0.0, 0.0, 0.0], [0.0, 0.0, 0.1], [0.0, 0.0, 0.0], [0.0, 0.0, 0.0], [0.0, 0.0, 0.0], [0.0, 0.0, 0.0], [0.0, 0.0, 0.0], [0.0, 0.0, 0.0], [0.0, 0.0, 0.0], [0.0, 0.0, 0.0], [0.0, 0.0, 0.0], [0.0, -0.1, 0.1], [0.0, 0.0, 0.0], [0.0, 0.0, 0.0], [0.0, 0.0, 0.0], [0.0, 0.0, 0.0], [0.0, 0.0, -0.1], [0.1, 0.0, 0.0], [-0.2, 0.3, -0.2], [0.1, -0.1, 0.0], [0.3, -0.3, 0.7], [1.3, -0.2, 0.5], [-0.9, -0.1, 0.3], [0.0, 0.0, 0.0], [0.0, -0.1, -0.2], [0.0, 0.2, 0.0], [0.0, 0.2, 0.1], [0.0, -0.1, 0.1], [0.0, -0.3, 0.0], [0.0, 0.0, 0.1], [0.1, -0.7, -0.9], [-0.1, 0.4, 0.0], [0.0, 0.0, 0.1], [0.0, 0.2, 0.0], [0.0, -0.1, 0.1], [0.0, 0.0, 0.0], [0.0, -0.1, -0.1], [0.0, 0.0, 0.0], [0.0, 0.0, 0.0], [-0.1, -0.1, 0.0], [0.0, 0.1, 0.0], [0.0, 0.0, 0.0], [0.1, 0.0, -0.1], [0.0, 0.0, 0.0], [0.0, 0.0, 0.0], [0.0, 0.0, 0.0], [0.0, 0.0, 0.1]], "mulliken_charge": [0.240, -0.401, -0.240, 0.915, -0.003, -0.730, -0.562, -0.897, -0.525, 0.422, -0.028, -0.969, -0.663, -0.794, -0.001, 0.122, 0.268, 0.892, -0.463, -0.778, 0.952, -0.452, 0.507, -0.887, -0.774, -0.786, -1.102, 0.505, 0.479, -0.274, -0.524, -0.696, -0.784, -0.127, 0.376, 0.430, 0.418, 0.440, 0.525, 0.119, 0.452, 0.444, 0.590, 0.732, 0.306, 0.442, 0.428, 0.502, 0.207, 0.245, 0.426, 0.400, 0.448, 0.541, -0.177, 0.145, -0.148, 0.683, -0.756, -0.672, 0.293, -0.279, -0.884, -0.214, 0.246, -0.141, -0.997, 0.446, 0.335, -0.353, -0.830, -0.357, -0.872, 0.495, 0.429, 0.415, 0.679, 0.781, 0.481, 0.656, 0.412, 0.422, 0.460, -0.015]}